Entry 1:
Entry from the Open Molecules 2025 dataset: C17H36As3OS6Sc as an isolated structure in a non-equilibrium geometry (ωB97M-V/def2-TZVPD).

Output
* E_tot: -288473.7857 eV
* 2S+1: 1
* energy relative to the best compared isomer or geometry (same formula, charge and spin): 152.3 kJ/mol
* max |F|: 1.673 eV Å⁻¹
* net charge: +2

Cartesian coordinates (Å):
H  2.64592  4.30531  4.30231
H  3.23908  3.54562  1.61113
C  -0.80241  -1.04990  -2.85851
H  -2.87558  0.26344  0.80476
H  -1.05115  6.30999  2.80994
H  -2.38264  1.99731  -1.66339
H  2.08501  7.17453  1.67015
C  2.46770  6.55606  2.48030
H  3.33363  7.06467  2.90310
O  -0.09236  -1.15132  1.65724
C  -2.18014  -2.70381  2.09843
H  -2.44315  -3.71145  2.42141
H  -1.47658  0.94880  1.74772
S  1.26753  -1.16892  -4.52786
C  -1.80408  2.58379  -0.95209
C  -0.23782  -1.27231  -5.41128
H  1.07069  5.33186  0.88531
H  2.80141  1.56546  3.33735
H  1.49029  0.37251  3.29790
C  2.04653  4.96343  4.93454
C  2.21406  0.91402  2.69243
As  1.30665  1.98390  1.33906
H  -0.22082  -3.61589  0.35454
C  2.86086  3.00709  0.74402
As  -2.94189  2.82845  0.65242
S  1.60385  -0.97137  -1.52389
H  -1.58065  3.54110  -1.41817
As  1.15409  6.41804  3.94131
H  1.23848  3.62761  3.15530
C  2.81583  0.30160  -1.99952
Sc  -0.24846  0.12800  0.16572
S  -1.64828  -1.23952  -4.37876
C  -2.53688  1.05996  1.47534
S  -1.78319  -0.98282  -1.42481
H  3.52720  0.38108  -1.18019
H  -0.85201  2.06345  -0.76886
C  -0.46833  4.37325  2.07693
C  0.22158  -3.73312  1.34371
H  -2.33332  3.64241  2.90573
H  0.09432  4.15910  -0.01625
H  2.79272  5.58902  2.09413
H  -0.16329  2.58129  3.28398
H  3.62586  2.30911  0.40662
H  -2.35792  -2.58199  1.02998
C  0.40187  3.21235  2.59148
S  -0.42972  -2.45668  2.42527
H  -2.49713  4.95190  1.77712
H  2.88092  0.19399  2.21764
S  -0.31620  -1.45931  -7.01814
C  -1.96474  4.01295  1.94273
H  2.71554  5.43516  5.65275
H  -0.02167  -4.70662  1.76924
C  -0.44100  5.47417  3.16057
H  -2.74901  -1.98047  2.67953
H  -0.57659  5.73988  0.40351
H  3.33717  -0.04079  -2.88959
H  -0.93731  5.09765  4.06134
C  0.54194  -1.00367  -2.93810
C  0.06612  4.93239  0.75697
H  2.63872  3.70774  -0.05562
H  2.32345  1.25209  -2.18742
H  1.30301  -3.61380  1.30288
H  1.31820  4.37914  5.49666
H  -3.10713  0.96645  2.39759

***

Entry 2:
Entry from the Open Molecules 2025 dataset: a 15-piece molecular cluster, C60H165N15O15 overall in a non-equilibrium geometry (ωB97M-V/def2-TZVPD).

Output
* E_tot: -117949.5018 eV
* 2S+1: 1
* energy relative to the best compared isomer or geometry (same formula, charge and spin): 444.5 kJ/mol
* max |F|: 4.111 eV Å⁻¹

Cartesian coordinates (Å):
H  -1.33110  6.08700  -2.10714
H  1.38195  -0.69478  -2.84997
H  -0.55591  -1.66946  -4.74452
C  -0.67505  -0.82882  -0.24509
H  -1.01936  -3.76216  7.99261
H  -4.77038  3.45114  -2.50362
H  -6.31007  7.63206  4.96930
C  -0.09086  -3.71804  -4.95361
O  -2.82722  3.48991  -1.88738
H  2.51325  -1.50291  3.90352
H  -3.68193  -1.77106  -7.20550
C  4.34934  1.01154  2.86694
H  6.35866  -1.54139  -4.25073
C  -1.28583  0.39845  -0.91659
H  -0.20586  -5.90252  0.93377
H  1.96244  3.29723  -1.59216
H  -2.00016  -3.39760  -5.46006
H  -0.75429  1.19898  2.39921
H  1.33591  0.11194  -4.43787
H  -2.21838  2.46804  -6.50836
H  0.28204  5.12500  -4.48000
H  1.44571  -3.60658  -6.65222
C  3.61040  -7.13204  0.83242
C  -0.40851  -2.76541  4.90489
C  5.35580  -1.00419  -1.83193
C  5.29573  -1.24555  -4.20660
C  2.95769  1.50623  3.07895
H  7.51245  -1.21767  1.53872
C  -2.60417  2.63917  -3.03925
H  6.90488  1.02979  -0.91386
H  6.52512  -3.66771  0.55997
H  -6.61877  -1.16546  -2.64199
C  -4.72470  -1.01958  3.02313
H  -4.77513  2.15061  4.69736
H  3.83414  -0.69536  1.73659
H  4.59129  -2.13020  -4.13866
H  3.54382  -4.73978  -0.29431
H  6.91661  2.49670  5.75743
H  -2.08557  5.07842  -5.29597
H  -3.14233  1.70539  -3.04866
H  1.64886  5.87908  -4.13154
H  0.39024  -2.23143  3.07888
O  0.55446  -1.13069  -0.85860
H  -0.23952  -3.23078  -7.12989
H  -4.26652  -1.05515  4.03124
H  5.42309  -0.30082  0.19841
H  3.01208  2.54215  3.39719
H  -5.18523  -7.16681  -1.02700
H  5.28495  -2.56531  1.07636
O  2.86841  -6.74319  -0.28620
C  8.04851  -3.96350  2.60699
H  -4.11177  -0.13815  -6.67972
H  0.45379  -4.48293  -4.47600
H  3.62394  -6.88966  -3.26091
C  1.25866  -2.26489  -0.29038
H  3.83694  4.08956  -4.02077
H  6.39373  -3.07074  3.49716
H  -1.56216  4.11996  0.49345
C  -4.47592  -4.75714  2.70504
C  -4.44182  -2.42294  2.42005
C  -6.26124  -0.94317  3.06108
O  1.53344  -1.95745  -4.41213
H  2.13802  -2.51162  -0.89125
O  -0.06361  -3.36985  6.22810
H  -5.83325  -2.11957  -1.41742
H  -1.17590  10.72802  -3.74109
H  2.84612  -0.65230  -3.85785
C  -1.03397  4.30314  1.40944
H  2.11933  -3.72022  2.70705
H  -1.39427  7.24917  0.73835
N  1.67168  -1.48162  4.48386
H  -1.37520  -1.63282  -0.24213
H  -1.28730  0.30801  -2.01269
H  -6.71253  -0.87715  2.05381
N  1.28852  5.02549  -4.53759
H  -5.10708  -1.52973  -6.25388
H  -1.43160  -2.14269  7.27539
H  -4.72710  0.47482  1.51588
H  -3.57304  3.48766  4.56937
H  -2.35454  5.22109  -3.72996
H  -3.83338  3.47066  -4.64741
H  0.27828  1.25195  5.66799
N  -4.33469  3.14286  2.15091
C  -5.03873  -6.12382  -1.31005
N  -0.66238  0.89526  3.36018
H  -0.90482  -1.84032  5.13603
H  -1.53956  2.39604  -3.01276
C  -4.81311  5.30453  3.29293
C  -1.96910  10.99407  -3.02710
C  -4.25480  3.43517  -1.53959
H  2.01903  -7.19608  -2.77838
H  -1.78546  -6.59208  1.30941
C  -1.84769  8.71372  -2.41008
C  -2.75874  3.34954  -4.41238
C  -2.76103  -6.38197  -1.36672
H  0.43478  1.76621  -1.11799
H  4.48240  -7.68037  0.50723
O  -3.83356  -5.80172  -0.66161
H  -0.04669  -2.41264  -3.18262
H  -3.01902  1.43390  -0.51649
H  -4.75209  -0.08159  -4.28946
C  0.35454  -3.85624  -6.46687
H  -1.13606  2.51344  -0.98173
C  2.69615  -5.22772  -2.19012
H  -5.24755  -2.58044  -3.82641
H  -3.10558  8.13238  -0.88079
N  3.21648  -4.10815  -2.97382
H  7.39621  -3.38966  5.39294
H  -1.66537  -4.86395  1.05842
H  5.72977  3.81022  5.89328
H  4.72459  0.72194  4.95033
H  0.57846  -3.11224  -0.22058
C  -5.54277  7.28269  4.27969
H  7.38366  -5.13878  4.73287
H  5.14773  -0.59923  -5.03714
H  3.99190  -6.38308  1.52895
N  -3.48862  -2.59277  -2.51071
C  1.79955  -0.70784  -3.83063
H  -3.43499  -2.46884  2.02218
N  -4.20458  0.09676  2.26069
H  -1.15344  -3.41227  4.37897
O  -3.33233  -1.34039  -5.20532
C  5.89273  2.74105  5.62780
C  0.17286  -2.38574  -4.22698
C  -0.56541  1.62149  -0.64007
H  -1.40361  4.17304  4.11321
H  -5.31447  -0.50532  -1.63383
N  -1.16623  -4.56282  -1.41616
C  -1.16778  -3.20778  7.04378
H  -2.10714  -3.54225  6.57643
C  -0.87526  3.34807  3.63282
H  5.71830  1.64460  -1.92477
C  5.23589  1.09689  4.09912
H  2.37498  -5.99329  -4.09042
H  1.53058  -1.93680  0.71820
C  2.65663  -6.43237  -3.13939
H  -2.91052  10.99373  -3.49318
H  0.18117  3.48944  3.80269
H  3.05453  4.42927  -0.05308
H  4.82803  1.60944  2.09015
H  2.98227  -7.82575  1.44523
H  -3.21574  -0.37684  -3.46996
O  5.49297  2.45032  4.32267
O  -1.12404  3.19007  2.22622
C  3.05059  3.37910  -4.19117
N  -2.20488  6.43641  -1.74508
H  -0.15714  7.41812  -0.52893
C  -4.07288  -1.16903  -6.37470
H  -5.18187  -2.59666  1.61332
H  5.34510  2.07252  6.31535
H  -4.40129  4.23245  -0.81774
H  3.33783  0.77755  -1.70746
H  7.86303  -1.18603  3.17913
C  -2.06676  2.35196  -5.43825
H  3.04240  6.15951  0.00411
C  -4.66878  3.24145  4.57384
H  -2.84299  -6.16962  -2.47499
H  -2.81639  -7.48403  -1.20475
N  7.21507  -1.56690  2.46479
H  0.08295  -4.84306  -6.76479
H  4.63839  -1.77712  -1.77177
H  -1.12698  -4.65269  -2.39638
H  3.11922  -0.29577  -0.29413
H  1.50453  5.17932  0.19014
O  -1.96551  10.06931  -1.95387
C  6.91574  -2.96225  2.53901
H  2.05645  -1.63932  5.39539
H  2.45483  0.87938  3.89785
H  0.52839  4.32284  -2.00721
C  1.60957  4.21886  -2.13000
H  2.32657  1.37196  2.24379
C  5.95033  -3.35020  1.41196
H  -0.56411  -0.53680  0.75860
H  -4.49832  2.54367  -0.99308
H  3.25860  2.44192  -3.68684
H  -1.03583  2.47363  -5.18696
H  -5.78056  -5.39816  -1.01150
H  3.61653  1.36149  -0.05977
H  -2.35026  1.28840  -5.14807
H  -1.96555  -3.98093  -1.27773
C  -5.66016  -1.37096  -2.14442
H  -0.79609  2.39556  6.34989
H  2.07796  -4.23620  4.41851
H  -2.38935  1.91596  4.08472
H  0.96266  3.11145  -3.75135
H  -4.98067  5.85800  2.35312
N  5.90561  1.26671  -1.01589
C  -4.69636  -1.91178  -3.14067
H  -0.33464  1.81793  0.42092
H  6.44232  -1.40936  -1.75888
N  -1.48522  -3.99668  -4.83698
H  -5.40091  -5.10707  2.11913
C  3.66483  0.48886  -0.70326
N  4.27419  -0.45179  2.61505
C  1.45867  -3.86291  3.59186
H  -0.02563  4.48346  1.00504
C  -5.07056  3.85049  3.25033
C  5.12500  0.08326  -0.77687
O  2.43099  5.31376  -1.75590
O  8.83381  -3.92848  3.78256
H  -1.74375  11.98831  -2.60341
H  -4.58353  7.52778  4.80569
H  -4.97345  -6.05694  -2.37145
O  -5.77657  5.87303  4.22845
H  7.58409  -4.93935  2.49681
C  -1.42610  -5.90658  -0.79173
H  8.78126  -4.50503  5.68113
H  -2.46127  5.70598  -1.02539
H  2.96133  3.17378  -5.22369
O  -4.56479  -3.49383  3.36239
H  -3.85852  -3.37043  -1.93888
C  -1.26564  -5.82665  0.70862
H  -2.64345  8.47613  -3.11467
C  -2.10963  7.78300  -1.17442
H  -1.66949  -4.97344  -5.12837
H  -6.62265  -1.83884  3.63183
C  2.48862  5.27073  -0.36608
H  6.21080  0.60947  3.97054
H  1.63547  -5.05218  -1.78140
C  -1.06013  7.85711  -0.08938
C  -0.74571  1.60731  5.58800
H  -3.18775  -0.18032  -0.81010
N  -1.99761  4.62799  -4.42990
H  -3.77028  5.41782  3.63187
H  4.48752  -5.82504  -1.10552
H  -4.34233  -5.51019  3.50562
C  -1.23999  1.97346  4.18620
H  -5.55797  7.80954  3.32013
H  8.79672  -3.84737  1.83818
H  -4.30949  2.13348  2.32946
C  -4.07575  -0.86471  -4.03059
H  3.53103  -4.29805  -3.90747
C  1.69952  3.91541  -3.65845
H  -1.41910  0.82312  5.96742
H  -3.64307  -4.78762  2.02021
H  -6.17210  3.66488  3.05443
H  -0.87857  8.84137  0.31848
H  0.32179  0.78992  3.65580
C  0.79344  -2.55967  4.02696
H  -0.63926  -6.60058  -1.12860
H  5.35908  -4.23925  1.73589
H  -6.58331  -0.00976  3.59578
H  -5.06408  3.83775  5.41978
H  -2.86058  -3.02069  -3.24035
H  -0.90425  8.44360  -2.82047
H  -3.35104  3.38599  2.34296
O  5.09146  -0.42728  -3.09238
H  -1.35597  5.22684  1.92431
H  0.70475  -4.61866  3.28984
C  8.03858  -4.23418  4.95876
H  5.17703  -0.85189  2.69732
H  2.61941  -3.32899  -3.09440
C  3.48642  -5.62756  -0.92134
H  -3.24007  -0.00837  1.94374
N  -2.63464  0.50547  -0.33272